(1)
50
Properties=species:S:1:pos:R:3 method="wB97M-V/def2-TZVPD" spin_multiplicity=5 gap_ev="6.6 / 5.1" lumo_ev="-3.33 / -7.43" charge=+1 s_squared=6.046
Pt 0.30827 0.45379 0.09515
O -1.87898 0.53203 2.23300
C -2.51255 1.73305 1.67449
C -2.59104 1.60193 0.15420
N -1.31907 1.79820 -0.59410
C -0.77770 3.20630 -0.30833
C 0.29685 3.26526 0.81780
O 0.42241 4.23192 1.53722
O 0.95240 2.19360 0.88465
C -1.63891 1.57199 -2.01598
C -0.34836 1.45881 -2.85534
O -0.41260 1.48080 -4.13405
O 0.79132 1.35840 -2.28254
H -1.38067 0.89697 3.02393
H -1.94601 2.65123 2.01765
H -3.57131 1.85164 2.06417
H -3.22408 2.37630 -0.25128
H -3.11653 0.69109 -0.16012
H -1.68762 3.78917 -0.02144
H -0.32200 3.69004 -1.17641
H -2.25814 2.39559 -2.39356
H -2.26281 0.66285 -2.09344
Cl -2.17877 -3.44554 -2.07562
C -1.97281 -3.08255 -0.41454
C -2.89940 -3.63530 0.49323
C -2.63663 -3.56848 1.86311
C -1.35857 -3.21818 2.34563
C -0.46139 -2.52245 1.44975
C -0.86074 -2.33150 0.10910
C -0.30764 -1.27999 -0.69867
H -3.76862 -4.10709 0.06561
H -3.41679 -3.95135 2.56150
H -1.09125 -3.29257 3.40952
H 0.39796 -1.98249 1.81239
H -0.74359 -1.00083 -1.63880
H 0.75452 -1.47186 -1.01213
O 2.83134 0.06219 2.44863
S 2.49175 -0.07959 1.03234
C 3.27422 -1.64176 0.22584
C 3.70278 -1.20628 -1.20376
C 3.66758 0.34067 -1.41045
C 3.53357 1.01174 -0.03640
H 2.55379 -2.47070 0.27407
H 4.09731 -1.84352 0.92503
H 3.11413 -1.78015 -1.89875
H 4.73477 -1.58929 -1.35647
H 2.88222 0.49466 -2.20099
H 4.63052 0.66917 -1.85283
H 3.01607 1.98294 -0.01863
H 4.49080 1.04912 0.58660

(2)
8
Properties=species:S:1:pos:R:3 method="wB97M-V/def2-TZVPD" gap_ev=8.4 lumo_ev=0.15 charge=0
C -0.02628 -1.48567 -0.22966
C -1.51895 -2.32874 1.17473
C 0.13411 -0.06770 -0.54715
N -1.25713 -1.85905 0.10527
O -1.97988 -2.64044 2.18863
H 0.05403 0.34502 0.45697
H -0.59836 0.45932 -1.09273
H 1.09001 0.09468 -1.10351

(3)
14
Properties=species:S:1:pos:R:3 method="wB97M-V/def2-TZVPD" gap_ev=11.3 lumo_ev=1.13 charge=0 smiles=C1CC1[C@H]1CO1
C 0.81832 -0.04381 -1.29006
C 1.33497 -1.08250 -0.34092
C 0.76049 0.21526 0.18506
C -0.59964 0.74165 0.52652
C -1.83856 0.09191 0.94605
O -1.10456 0.92469 1.83388
H -0.15917 -0.29654 -1.69753
H 1.39867 0.61950 -1.91901
H 2.41616 -1.15362 -0.22081
H 0.83549 -2.04745 -0.30849
H 1.54441 0.85672 0.58473
H -0.74336 1.62485 -0.10361
H -2.77755 0.50405 0.57153
H -1.88567 -0.95471 1.23266

(4)
16
Properties=species:S:1:pos:R:3 method="wB97M-V/def2-TZVPD" gap_ev=10.8 lumo_ev=1.02 charge=0 smiles=C1C[C@H]2C[C@@H]12.O
C 0.40088 -0.69370 0.79741
C 1.56252 0.24113 0.42889
C 0.58240 1.30816 -0.03676
C -0.14777 0.85485 -1.26085
C -0.58893 0.37674 0.09986
H 0.20091 -0.71068 1.87553
H 0.60046 -1.76163 0.54170
H 2.20335 0.51661 1.26355
H 2.17250 -0.14765 -0.39226
H 0.58208 2.33382 0.30238
H -0.75622 1.62381 -1.74405
H 0.28995 0.15846 -1.97364
H -1.59783 0.67214 0.40692
O -1.97016 -1.73879 -0.45422
H -1.06587 -1.52769 -0.19123
H -2.46828 -1.50558 0.33678